No. 1
The following is a quantum chemistry calculation of 8 unconnected molecules or ions with the total composition H16O8 in a non-equilibrium geometry, from OMol25.

Geometry as XYZ:
```
24
Properties=species:S:1:pos:R:3
O -0.412 -1.204 -1.241
H -0.217 -0.340 -0.863
H 0.169 -1.253 -2.016
O -2.893 1.085 3.045
H -3.656 0.644 2.588
H -2.188 1.172 2.470
O -2.726 -1.229 -3.904
H -3.483 -1.665 -3.987
H -2.020 -1.882 -3.975
O -1.478 3.489 0.225
H -1.360 2.551 -0.027
H -2.389 3.664 0.056
O 1.070 0.927 3.156
H 0.185 1.224 3.106
H 1.630 1.614 2.771
O 1.901 -3.140 -1.941
H 2.301 -2.816 -1.121
H 2.382 -2.499 -2.591
O 2.541 -3.083 2.743
H 2.068 -3.241 1.910
H 1.799 -2.811 3.341
O 2.135 3.065 -1.932
H 1.746 3.905 -1.669
H 1.927 2.453 -1.207
```

The HOMO-LUMO gap is 11.06 eV. As for the LUMO energy: -0.4 eV. For the total energy, the calculation gives -16638.4356 eV. The value obtained for the energy above the lowest of the compared OMol25 structures with the same formula, charge and spin is 82.4 kcal per mole. The SMILES is O.O.O.O.O.O.O.O.

---

No. 2
The following is a quantum chemistry calculation of a molecular structure, C21H60BHgO7 in a non-equilibrium geometry, from OMol25.

Geometry as XYZ:
```
90
Properties=species:S:1:pos:R:3
Hg 0.084 -2.002 0.530
B 0.157 0.304 0.138
H -0.697 -0.114 -0.372
H 0.059 0.126 1.198
H 1.046 -0.139 -0.282
H 0.166 1.374 -0.001
C -1.932 4.026 0.628
C -2.533 3.203 -0.506
C -1.874 3.524 -1.856
O -2.363 1.831 -0.245
H -1.995 5.092 0.408
H -0.886 3.753 0.771
H -2.376 3.730 1.578
H -3.609 3.374 -0.535
H -2.220 2.837 -2.629
H -0.804 3.345 -1.753
H -2.143 4.526 -2.190
H -1.428 1.619 -0.211
C 4.217 -1.562 -0.019
C 3.421 -2.537 0.805
C 4.183 -3.089 2.040
O 2.304 -1.842 1.283
H 3.681 -1.024 -0.800
H 5.034 -2.080 -0.521
H 4.702 -0.786 0.573
H 3.105 -3.378 0.189
H 3.610 -3.807 2.626
H 4.509 -2.311 2.731
H 5.058 -3.664 1.738
H 2.547 -0.938 1.497
C -3.529 -4.081 1.045
C -2.646 -3.817 -0.161
C -3.365 -3.903 -1.513
O -2.194 -2.461 0.118
H -2.901 -4.081 1.936
H -3.924 -5.095 0.982
H -4.368 -3.417 1.253
H -1.788 -4.478 -0.282
H -2.850 -3.362 -2.307
H -4.390 -3.535 -1.472
H -3.445 -4.928 -1.875
H -3.003 -1.944 0.143
C -1.266 -0.712 -5.369
C -2.290 -1.164 -4.275
C -2.197 -0.328 -2.975
O -3.602 -0.998 -4.842
H -1.493 0.304 -5.690
H -1.291 -1.394 -6.219
H -0.217 -0.724 -5.074
H -2.083 -2.200 -4.005
H -2.468 0.728 -2.995
H -1.222 -0.242 -2.494
H -2.904 -0.795 -2.290
H -3.765 -0.071 -5.032
C -2.838 -1.694 3.877
C -1.750 -0.892 3.111
C -1.097 0.236 3.918
O -0.686 -1.785 2.859
H -2.381 -2.320 4.644
H -3.345 -2.370 3.189
H -3.568 -1.039 4.353
H -2.056 -0.460 2.158
H -1.810 1.054 4.020
H -0.249 0.756 3.472
H -0.945 -0.019 4.966
H -0.346 -2.096 3.701
C 1.382 1.522 -3.279
C 2.299 1.921 -2.049
C 3.695 2.505 -2.445
O 1.571 2.773 -1.239
H 1.894 0.780 -3.891
H 1.362 2.439 -3.867
H 0.358 1.240 -3.034
H 2.534 1.025 -1.475
H 4.150 1.834 -3.174
H 4.395 2.665 -1.625
H 3.661 3.469 -2.952
H 0.935 2.221 -0.778
C 3.989 1.927 3.337
C 2.590 1.759 2.839
C 1.918 2.976 2.264
O 2.647 0.822 1.848
H 4.728 2.166 2.573
H 4.282 1.001 3.830
H 4.006 2.639 4.163
H 1.861 1.543 3.620
H 1.001 2.701 1.742
H 2.605 3.445 1.559
H 1.553 3.682 3.010
H 1.834 0.882 1.341
```

The HOMO-LUMO gap is 6.14 eV. Its charge is +1. As for the LUMO energy: -5.7 eV. For the total energy, the calculation gives -41922.2242 eV. The value obtained for the energy above the lowest of the compared OMol25 structures with the same formula, charge and spin is 78.5 kcal per mole.

---

No. 3
The following is a quantum chemistry calculation of 16 unconnected molecules or ions with the total composition C24H36Cl45N2O in a non-equilibrium geometry, from OMol25.

Geometry as XYZ:
```
108
Properties=species:S:1:pos:R:3
C 3.116 0.685 3.029
C 1.821 0.343 2.322
C 1.402 -1.071 2.584
C 2.369 -2.095 2.040
N 1.648 -3.331 1.719
C 2.318 -4.241 0.843
C 3.845 -4.197 0.934
N 4.524 -3.346 -0.093
C 3.897 -3.580 -1.419
C 4.622 -2.850 -2.496
C 2.455 -3.167 -1.266
O 1.819 -4.119 -0.465
H 3.312 1.725 2.910
H 3.029 0.505 4.079
H 3.914 0.096 2.619
H 1.828 0.584 1.277
H 1.065 0.975 2.752
H 1.168 -1.246 3.614
H 0.486 -1.243 2.051
H 3.072 -2.284 2.841
H 2.936 -1.694 1.218
H 1.461 -3.767 2.602
H 2.025 -5.218 1.157
H 4.206 -5.187 0.767
H 4.186 -3.939 1.910
H 4.585 -2.354 0.143
H 5.483 -3.673 -0.170
H 3.868 -4.632 -1.602
H 4.099 -2.928 -3.422
H 5.629 -3.205 -2.612
H 4.694 -1.820 -2.209
H 2.319 -2.140 -0.926
H 2.008 -3.228 -2.236
C 0.201 5.258 2.794
Cl -0.119 4.468 4.337
Cl 1.919 5.608 2.610
Cl -0.388 4.280 1.445
H -0.337 6.191 2.785
C 6.106 0.938 0.093
Cl 4.439 0.357 -0.042
Cl 6.957 0.057 1.362
Cl 6.936 0.779 -1.449
H 6.074 1.984 0.362
C 6.856 -7.422 1.032
Cl 7.891 -7.257 2.436
Cl 5.204 -7.818 1.503
Cl 6.884 -5.934 0.060
H 7.236 -8.223 0.415
C -0.654 -3.986 -3.659
Cl 0.058 -5.397 -4.437
Cl 0.051 -2.497 -4.313
Cl -2.402 -3.977 -3.841
H -0.424 -4.031 -2.603
C 1.543 0.576 -3.058
Cl 1.390 -0.081 -1.417
Cl 1.690 2.330 -3.033
Cl 2.926 -0.152 -3.870
H 0.649 0.316 -3.607
C -2.868 0.456 -1.146
Cl -1.623 1.268 -0.202
Cl -2.157 -0.803 -2.161
Cl -4.111 -0.215 -0.094
H -3.325 1.187 -1.790
C -1.410 5.158 -2.124
Cl -2.141 4.492 -3.589
Cl 0.335 5.357 -2.347
Cl -2.146 6.704 -1.718
H -1.588 4.474 -1.309
C -1.382 -1.828 5.771
Cl -0.748 -3.237 4.909
Cl -0.466 -0.375 5.358
Cl -3.087 -1.610 5.425
H -1.272 -2.006 6.831
C -5.722 -2.741 8.629
Cl -3.968 -2.570 8.646
Cl -6.484 -1.432 9.527
Cl -6.330 -2.802 6.974
H -5.971 -3.673 9.113
C -0.897 4.605 -7.319
Cl -2.603 4.236 -7.531
Cl -0.223 3.636 -6.008
Cl -0.009 4.346 -8.822
H -0.805 5.646 -7.051
C -6.650 3.200 -3.235
Cl -4.962 3.684 -3.489
Cl -7.491 4.403 -2.261
Cl -7.465 2.953 -4.776
H -6.657 2.264 -2.696
C -3.078 -5.346 11.877
Cl -2.681 -6.979 11.350
Cl -1.825 -4.207 11.384
Cl -4.654 -4.854 11.255
H -3.129 -5.342 12.955
C -5.984 2.236 -9.010
Cl -5.910 3.134 -7.491
Cl -7.561 2.434 -9.771
Cl -4.694 2.733 -10.105
H -5.848 1.189 -8.785
C -3.112 6.634 4.883
Cl -1.617 7.526 4.587
Cl -4.258 7.617 5.784
Cl -3.808 6.081 3.360
H -2.869 5.764 5.476
C -2.852 7.105 -9.977
Cl -4.427 6.323 -10.071
Cl -2.820 8.573 -10.948
Cl -2.432 7.458 -8.297
H -2.112 6.422 -10.369
```

The HOMO-LUMO gap is 9.60 eV. Its charge is +1. As for the LUMO energy: -2.4 eV. For the total energy, the calculation gives -594001.4195 eV.

---

No. 4
The following is a quantum chemistry calculation of a molecular structure, C23H50FeN5O4SSi, from OMol25.

Geometry as XYZ:
```
85
Properties=species:S:1:pos:R:3
Fe 0.181 -0.228 -0.263
C 0.820 -2.804 1.531
C -0.604 -2.927 1.008
N -1.258 -1.614 0.921
C -1.848 -1.120 2.179
C -0.856 -0.641 3.245
S 0.431 0.483 2.641
C 1.978 -0.420 2.888
C 2.561 -1.068 1.629
N 1.537 -1.738 0.809
H 1.332 -3.768 1.462
H 0.807 -2.542 2.584
H -1.174 -3.633 1.622
H -0.573 -3.333 -0.003
H -2.012 -1.704 0.253
H -2.476 -1.898 2.632
H -2.504 -0.290 1.913
H -0.397 -1.467 3.786
H -1.429 -0.082 3.985
H 1.845 -1.138 3.697
H 2.693 0.317 3.253
H 3.340 -1.774 1.940
H 3.034 -0.306 1.007
H 2.004 -2.133 -0.002
C -1.725 -3.046 -4.139
C -2.523 -2.128 -3.481
C -2.010 -1.470 -2.377
N -0.772 -1.669 -1.913
C -0.018 -2.574 -2.552
C -0.446 -3.282 -3.657
H -2.092 -3.573 -5.009
H -3.529 -1.916 -3.813
H -2.612 -0.742 -1.847
H 0.973 -2.747 -2.147
H 0.211 -3.999 -4.128
N 2.348 1.147 -2.233
N 1.780 -0.168 -1.916
H 3.146 1.258 -1.612
H 1.693 1.837 -1.863
H 2.584 -0.792 -1.934
H 1.261 -0.428 -2.751
C -1.498 4.001 -3.446
C -2.192 3.268 -2.307
C -3.644 3.713 -2.190
C -2.120 1.760 -2.516
O -1.579 3.604 -1.068
Si -0.162 3.193 -0.359
O 0.056 1.605 -0.243
O 1.111 3.695 -1.275
C 1.772 4.963 -1.410
C 2.596 4.864 -2.683
C 2.670 5.163 -0.197
C 0.754 6.090 -1.526
O -0.122 3.959 1.073
C -0.960 4.686 1.985
C -1.504 3.703 3.010
C -2.104 5.387 1.266
C -0.055 5.705 2.662
H -1.941 3.719 -4.403
H -0.435 3.758 -3.470
H -1.606 5.079 -3.324
H -4.174 3.565 -3.131
H -3.686 4.770 -1.929
H -4.155 3.148 -1.408
H -2.773 1.460 -3.339
H -2.446 1.264 -1.599
H -1.102 1.434 -2.748
H 3.301 4.034 -2.619
H 3.161 5.783 -2.848
H 1.949 4.699 -3.546
H 3.423 4.373 -0.152
H 2.084 5.138 0.721
H 3.185 6.123 -0.257
H 0.115 5.940 -2.395
H 1.268 7.045 -1.637
H 0.124 6.143 -0.639
H -2.204 3.006 2.541
H -2.031 4.237 3.802
H -0.693 3.129 3.454
H -2.752 4.675 0.760
H -1.730 6.088 0.520
H -2.694 5.940 1.999
H 0.766 5.202 3.175
H -0.618 6.284 3.395
H 0.367 6.394 1.932
```

The HOMO-LUMO gap (alpha / beta) is 8.65 / 8.31 eV. Its spin multiplicity is 5. Its charge is +1. As for the LUMO energy (alpha / beta): -2.6 / -2.7 eV. For the total energy, the calculation gives -93404.5832 eV. The value obtained for the energy above the lowest of the compared OMol25 structures with the same formula, charge and spin is 24.9 kcal per mole.